Entry 1:
{"formula": "C33H35BeF5N4P2", "method": "ωB97M-V/def2-TZVPD", "symbols": ["C", "H", "C", "H", "H", "C", "C", "H", "H", "H", "N", "H", "H", "C", "H", "H", "C", "C", "C", "H", "H", "C", "H", "H", "C", "C", "C", "H", "H", "C", "H", "C", "H", "C", "H", "C", "C", "H", "C", "H", "N", "C", "H", "C", "H", "C", "H", "C", "H", "C", "F", "C", "C", "C", "H", "H", "H", "N", "P", "H", "P", "F", "F", "C", "H", "H", "F", "C", "N", "F", "H", "C", "H", "H", "H", "C", "C", "Be", "C", "C"], "positions_angstrom": [[-1.564, 4.161, 3.440], [6.382, -2.106, 0.389], [0.018, -4.006, -2.273], [0.429, 4.804, 4.241], [0.218, 1.092, -2.472], [0.345, 3.026, 2.949], [-0.078, -3.456, -3.600], [3.534, -0.840, 2.956], [5.293, -0.066, -2.318], [-2.122, -2.826, 0.559], [-0.720, 2.398, 2.295], [0.260, -3.922, -4.516], [4.975, -0.996, 1.775], [-3.306, 0.423, 1.563], [4.078, 1.104, -2.883], [1.626, -2.690, 3.453], [3.512, -1.859, -1.464], [-4.241, 1.118, 0.809], [1.884, 0.285, 2.011], [2.287, 1.191, 1.570], [-1.650, 1.878, -3.218], [0.156, 1.721, -0.350], [-2.263, 4.881, 3.840], [0.394, -4.978, -1.999], [-1.891, 3.112, 2.602], [-3.611, 0.299, 2.918], [1.480, -1.733, 2.965], [-0.453, 2.585, -0.678], [-0.960, -1.499, -4.239], [4.607, 1.328, -0.824], [2.349, -0.355, -2.408], [-3.522, -0.812, -2.960], [1.000, -0.020, -1.338], [4.890, -2.359, -1.138], [-2.833, 2.776, 2.199], [4.993, -0.588, 0.765], [-2.754, -1.999, 0.892], [4.177, 1.294, 1.299], [2.488, -0.760, 2.697], [4.805, -3.355, -0.675], [-0.844, -1.924, -2.120], [0.283, -1.237, 2.465], [5.614, 1.767, -0.958], [0.135, 0.648, -1.465], [-5.127, -0.484, -4.421], [-2.425, 1.136, -3.367], [5.507, -2.485, -2.049], [3.284, -0.620, -1.916], [-3.711, -1.759, -2.470], [-0.438, -3.048, -1.386], [-4.037, 1.293, -0.537], [-4.731, 0.907, 3.511], [-5.389, 1.720, 1.358], [-5.620, 1.644, 2.732], [6.381, -0.797, -0.822], [-0.722, -1.640, 2.498], [2.738, -2.627, -1.457], [0.525, 0.034, 1.919], [-0.655, 1.093, 1.166], [-3.000, -2.094, 1.964], [-1.325, -0.439, -1.328], [-4.952, 0.786, 4.835], [-6.696, 2.237, 3.290], [4.515, 0.634, 0.498], [1.346, 2.625, 2.880], [1.185, 2.064, -0.142], [-6.278, 2.362, 0.575], [-0.148, 4.111, 3.653], [-2.434, -0.015, -2.576], [-2.788, -0.402, 3.764], [-0.545, -3.064, -0.313], [5.738, -1.439, -0.206], [-3.696, -1.975, 0.315], [3.903, 2.180, -0.819], [-3.814, 1.862, -4.910], [4.346, 0.425, -2.055], [-4.213, -0.144, -3.958], [-1.971, -0.480, 0.714], [-0.634, -2.193, -3.480], [-3.519, 1.089, -4.216]], "forces_ev_per_a": [[0.1, -0.9, -0.8], [0.1, 0.3, -0.3], [-0.1, 1.0, 0.3], [0.1, -0.1, 0.1], [0.1, -0.1, 0.4], [-0.3, 0.6, 0.2], [-0.4, 0.8, 0.8], [-0.3, 0.1, 0.0], [-0.3, 0.2, -0.1], [-0.6, -0.5, 0.3], [-0.4, 0.2, -0.2], [-0.3, 0.1, 0.1], [-0.2, 0.3, -0.3], [-1.4, 0.5, -0.5], [0.2, -0.4, 0.1], [-0.1, 0.2, -0.1], [0.0, 0.3, -0.8], [-0.6, 0.5, 0.8], [0.3, -0.5, 0.8], [-0.1, -0.4, 0.3], [-0.3, 0.0, -0.1], [0.1, 0.4, -0.2], [0.1, -0.1, 0.0], [0.0, 0.0, 0.0], [0.5, 0.4, 0.4], [-0.4, 0.4, 0.0], [-0.8, 0.7, -0.5], [0.3, -0.2, 0.3], [0.1, 0.1, 0.1], [-0.1, 0.1, -0.3], [0.1, -0.3, 0.4], [-0.1, 1.0, -0.3], [-0.5, 0.1, 0.1], [0.4, -0.1, 0.6], [0.0, 0.2, 0.1], [0.0, 0.7, 0.3], [1.0, -1.1, 0.6], [0.0, -0.5, 0.0], [-0.7, 0.7, -0.6], [0.0, 0.3, -0.2], [0.3, -0.5, 0.9], [0.6, 0.2, 0.4], [-0.3, 0.0, 0.1], [0.1, 0.2, -0.2], [0.1, 0.0, 0.0], [-0.8, -0.4, -0.1], [-0.5, -0.1, 0.2], [-0.1, -0.5, -0.4], [0.1, 0.2, -0.1], [0.3, -0.3, -1.1], [-0.1, -0.1, 0.6], [0.5, -0.3, 0.1], [0.2, -0.1, -0.4], [0.1, -0.2, -0.2], [0.0, -0.2, 0.2], [0.2, 0.1, 0.0], [-0.1, 0.4, -0.1], [0.6, 0.2, -0.6], [2.4, -0.8, 1.8], [0.0, -0.4, -0.5], [-0.4, -0.9, -2.2], [0.0, 0.1, -0.5], [0.5, -0.3, -0.3], [1.0, -0.2, 0.5], [-0.2, 0.1, 0.1], [-0.5, 0.0, -0.2], [0.3, -0.1, 0.3], [-0.1, -0.9, -0.7], [-0.1, 0.4, -0.6], [-0.3, 0.4, -0.6], [0.2, 0.0, -0.2], [0.3, -0.5, -0.2], [0.4, 0.1, 0.1], [0.2, -0.3, -0.1], [0.1, -0.1, 0.0], [0.4, 0.4, -0.4], [0.9, 0.0, 0.8], [-2.7, 0.5, 0.5], [0.4, -0.5, 0.4], [0.5, -0.3, 0.8]], "lumo_ev": -0.2, "gap_ev": 7.7, "de_lowest_kcal_mol": 0.0}


Entry 2:
{"formula": "C2H2Cl3NO2", "method": "ωB97M-V/def2-TZVPD", "symbols": ["N", "C", "H", "Cl", "H", "Cl", "O", "Cl", "O", "C"], "positions_angstrom": [[-1.904, 0.193, -0.336], [-0.948, 0.261, 0.773], [0.540, -0.791, -0.155], [1.170, -0.576, 2.152], [0.447, 1.587, -0.534], [-1.541, 1.167, 2.139], [-1.729, -0.868, -0.990], [0.010, 1.640, -1.810], [-2.777, 0.996, -0.425], [0.225, -0.402, 0.740]], "forces_ev_per_a": [[0.8, -3.3, -0.2], [0.4, 0.4, 1.7], [0.8, -1.3, -1.8], [0.1, 0.1, -0.4], [-0.5, 0.3, -1.9], [0.4, -0.5, -0.7], [-0.9, 2.2, 0.4], [1.1, 0.4, 1.2], [-0.3, 0.2, -0.4], [-2.0, 1.5, 2.2]], "smiles": "O=[N+]([O-])/C(Cl)=C/Cl.Cl", "lumo_ev": -1.2, "gap_ev": 9.2, "de_lowest_kcal_mol": 97.4}


Entry 3:
{"formula": "C39H43ClMgP2Si2", "method": "ωB97M-V/def2-TZVPD", "symbols": ["H", "Si", "H", "H", "H", "H", "C", "H", "C", "H", "H", "C", "C", "C", "C", "C", "H", "C", "C", "H", "H", "C", "H", "C", "C", "H", "C", "H", "C", "C", "H", "C", "H", "H", "C", "C", "H", "P", "H", "H", "C", "C", "H", "H", "H", "C", "C", "H", "H", "C", "H", "Cl", "H", "C", "C", "H", "C", "C", "C", "Mg", "H", "C", "H", "C", "C", "C", "H", "H", "H", "Si", "H", "H", "H", "C", "H", "C", "C", "H", "C", "H", "P", "H", "C", "C", "H", "H", "C", "H"], "positions_angstrom": [[-1.157, 1.107, -3.344], [1.486, 0.558, -4.009], [0.583, -0.454, -9.092], [-2.519, -2.220, -5.739], [1.857, -4.738, -6.882], [4.426, -0.780, -0.111], [-1.898, -0.041, -0.359], [-0.885, 3.063, -0.858], [1.795, 0.337, 2.379], [-0.182, -2.603, -10.099], [-0.187, 4.022, 0.495], [-1.303, 4.290, -4.499], [-0.860, -1.743, 0.768], [-1.476, -0.992, -1.318], [-0.618, 1.750, -7.537], [-1.566, -2.253, -5.225], [2.379, -3.186, 0.994], [1.671, 2.423, -8.045], [-1.095, -3.463, -4.725], [2.609, -2.531, -5.967], [0.693, 0.371, -2.661], [0.708, -3.789, -8.509], [-0.588, -2.411, 1.572], [1.517, -3.800, -7.358], [1.631, 0.943, 4.694], [0.387, -4.747, -8.916], [-0.808, -2.055, -0.625], [1.976, 3.512, -5.097], [1.005, 2.135, 4.345], [0.366, -2.597, -9.152], [0.682, 2.827, 5.117], [0.935, 3.407, -4.777], [1.817, 0.694, 5.731], [-2.195, 2.928, -8.409], [-0.827, 2.037, -3.819], [-0.857, -1.069, -5.029], [0.406, -4.361, -3.474], [2.339, -0.805, 1.053], [-1.309, 1.007, -7.111], [2.517, -0.906, 3.974], [2.014, 0.022, 3.706], [2.320, -2.452, 1.819], [-2.512, 0.821, -0.558], [3.265, 2.485, 0.193], [1.400, -2.597, 2.407], [1.920, -2.572, -6.816], [-1.730, 3.090, -3.910], [2.751, 2.210, -7.985], [-2.017, 5.109, -4.627], [0.495, 2.184, -4.262], [3.215, -2.523, 2.457], [3.293, 0.682, -2.828], [-1.271, -0.123, -5.393], [0.077, -3.453, -3.969], [-1.102, 2.835, -8.280], [-1.313, 2.663, 0.833], [0.766, -1.390, -8.588], [0.749, 2.435, 3.003], [4.091, -0.406, 0.865], [0.799, -0.566, -0.900], [-0.497, -2.989, -1.072], [0.424, -1.102, -4.443], [1.897, 4.145, -9.360], [1.156, 1.556, 2.008], [0.767, 1.560, -7.385], [-0.197, 3.688, -8.922], [2.584, 0.674, -5.293], [-1.804, -0.050, 1.855], [-1.654, -4.390, -4.876], [1.349, 0.164, -6.266], [4.602, -0.924, 1.691], [-0.580, 4.475, -9.572], [1.780, -2.303, -3.252], [1.190, 3.506, -8.811], [0.345, 5.386, -5.403], [2.343, 2.925, -0.214], [-1.521, -0.502, 0.915], [2.413, 2.962, -1.312], [0.840, -2.292, -3.824], [-2.752, 2.949, -3.548], [0.895, 1.884, 0.220], [-1.770, -1.022, -2.369], [1.412, -1.362, -7.338], [-0.518, 3.027, 0.175], [2.179, 3.929, 0.208], [4.246, 0.679, 0.935], [0.018, 4.451, -4.944], [0.259, 3.376, 2.735]], "forces_ev_per_a": [[0.2, 0.2, -0.2], [-3.4, -0.6, 0.4], [-0.3, 0.1, 0.0], [0.0, 0.0, 0.0], [-0.3, 0.6, -0.5], [0.1, 0.2, 0.3], [0.0, -0.7, -0.3], [0.0, 0.1, 0.2], [-0.3, 0.3, -0.7], [0.2, -0.1, 0.4], [-0.2, -0.1, -0.1], [-0.2, 0.2, -0.1], [-0.2, 0.3, -0.3], [-0.5, -0.2, 0.1], [0.2, 0.3, -0.2], [0.0, 1.0, 0.1], [0.0, 0.2, 0.6], [-0.6, 0.4, -0.2], [0.7, -0.4, 0.7], [-0.4, -0.2, -0.2], [0.4, -0.2, 1.3], [0.1, -0.5, 0.3], [0.1, 0.1, 0.0], [0.3, 0.6, -0.1], [0.0, -0.3, -0.3], [0.0, 0.2, 0.0], [-0.5, 0.1, 0.2], [-0.4, 0.1, 0.1], [-0.1, -0.1, -0.1], [0.3, -0.1, 0.1], [0.1, -0.1, -0.1], [-0.3, -0.1, -0.2], [0.0, 0.1, 0.0], [0.7, 0.2, 0.0], [-0.2, 0.3, 0.3], [-0.1, -0.6, -0.1], [0.0, -0.1, -0.2], [-0.6, 0.2, 0.1], [0.3, 0.6, -0.1], [-0.2, 0.2, 0.1], [0.0, 0.6, 0.4], [0.4, -0.1, 0.1], [0.1, 0.2, -0.1], [-0.3, 0.2, -0.2], [0.5, 0.0, -0.3], [-0.5, -0.3, -0.2], [0.4, 0.1, -0.4], [-0.6, 0.3, 0.0], [0.3, -0.3, 0.1], [0.8, -0.7, 0.6], [-0.4, -0.3, -0.1], [0.2, -0.3, -0.1], [0.3, -0.3, 0.0], [-0.2, -0.5, -0.2], [0.0, -0.7, -0.1], [0.1, 0.0, -0.2], [-0.1, 0.0, 0.6], [0.2, 0.0, 0.2], [0.4, -0.2, 0.2], [-0.8, 1.1, -0.7], [0.0, 0.0, 0.0], [0.8, 0.3, 2.5], [-0.5, -0.2, 0.3], [0.3, -0.4, 0.1], [1.1, 0.4, -0.6], [0.1, 0.1, -0.1], [0.7, -0.3, -1.1], [0.2, 0.1, 0.1], [0.2, 0.3, 0.1], [-0.9, 1.2, -2.6], [0.3, 0.4, -0.3], [0.1, -0.1, 0.3], [-0.3, -0.1, -0.1], [0.0, -0.7, 0.3], [-0.2, -0.2, 0.2], [-0.2, 0.2, 0.0], [0.1, -0.5, 0.0], [0.0, 0.1, 0.4], [-0.3, 0.2, -0.4], [0.3, 0.2, -0.2], [0.1, -0.6, 0.0], [0.4, 0.1, 0.3], [1.5, -0.5, 0.1], [0.1, 0.2, 0.0], [0.3, -0.2, -0.2], [0.0, -0.4, -0.1], [-0.1, -0.3, 0.3], [0.1, -0.3, 0.1]], "lumo_ev": 0.1, "gap_ev": 4.8, "de_lowest_kcal_mol": 63.7}